[1]
{"formula": "C45H34AsF5NO3PtS2", "method": "ωB97M-V/def2-TZVPD", "orbital_gap_ev": [7.30, 5.34], "e_above_lowest_ev": 2.5137, "spin_multiplicity": 5, "charge": 1, "homo_ev": [-9.73, -10.96], "symbols": ["Pt", "S", "C", "C", "C", "C", "C", "C", "As", "C", "C", "C", "C", "C", "C", "C", "C", "C", "C", "C", "C", "H", "H", "H", "H", "H", "H", "H", "H", "H", "H", "H", "H", "H", "H", "F", "C", "C", "C", "C", "C", "F", "C", "C", "C", "C", "C", "C", "N", "H", "H", "H", "H", "H", "H", "F", "C", "F", "F", "C", "O", "O", "O", "S", "C", "C", "C", "C", "C", "C", "C", "C", "C", "C", "C", "C", "C", "C", "H", "H", "H", "H", "H", "H", "H", "H", "H", "H", "H", "H", "H", "H"], "xyz": [[1.67922, 0.24328, -0.45358], [2.04602, 3.09990, -1.00475], [1.00420, 3.95830, -0.00986], [1.30057, 5.27241, 0.59385], [0.41079, 5.73455, 1.54492], [-0.79406, 5.12386, 1.89027], [-1.09666, 3.84905, 1.29162], [-0.22548, 3.27478, 0.32922], [-0.54533, 1.63818, -0.70655], [-0.90939, 2.07278, -2.50974], [-1.46466, 3.30916, -2.76362], [-1.92621, 3.59397, -3.98383], [-1.91739, 2.67083, -4.98976], [-1.30544, 1.38815, -4.80794], [-0.86400, 1.07087, -3.53482], [-2.19184, 1.04928, -0.06053], [-2.23966, 0.53422, 1.24953], [-3.44953, 0.02809, 1.80474], [-4.53458, 0.02534, 0.94119], [-4.42319, 0.38337, -0.37297], [-3.26747, 0.87685, -0.91408], [2.22062, 5.90399, 0.50296], [0.62639, 6.62785, 2.05944], [-1.38999, 5.58339, 2.63219], [-1.98414, 3.35015, 1.62188], [-1.66700, 4.03621, -2.00347], [-2.41363, 4.54659, -4.10401], [-2.38888, 2.93860, -5.93152], [-1.18933, 0.69806, -5.68796], [-0.18592, 0.23773, -3.32313], [-1.28970, 0.54004, 1.84872], [-3.64281, -0.25814, 2.82535], [-5.46678, -0.26719, 1.35574], [-5.30711, 0.27882, -1.05364], [-3.15815, 1.14001, -1.94178], [1.75749, 1.27910, 4.85732], [2.51207, 1.06505, 3.76295], [1.83248, 0.86540, 2.55952], [2.60729, 0.70930, 1.34162], [4.00190, 0.86824, 1.37496], [4.56584, 1.19910, 2.62556], [5.84862, 1.36903, 2.70737], [3.87493, 1.22014, 3.85594], [4.65299, 0.72036, 0.07666], [6.02402, 0.56293, -0.09996], [6.68509, 0.47869, -1.31344], [5.88795, 0.53244, -2.45192], [4.54865, 0.65344, -2.26560], [3.91768, 0.70095, -1.07511], [0.78458, 0.73895, 2.52578], [4.36180, 1.41099, 4.74288], [6.57819, 0.68747, 0.82459], [7.72615, 0.38679, -1.33234], [6.30917, 0.56671, -3.43297], [3.70719, 0.71312, -3.09503], [3.83150, -3.51782, -2.76117], [2.62267, -3.48632, -2.16212], [2.57150, -4.42229, -1.17519], [1.69846, -3.84308, -3.07439], [2.33244, -2.05583, -1.58504], [1.60331, -1.31982, -2.23679], [2.89205, -1.86658, -0.53532], [-0.05420, -0.90859, 0.43966], [0.04482, -2.41370, 0.22315], [0.57719, -2.92538, 1.86961], [-0.38756, -2.93508, 2.97310], [-0.83640, -4.12894, 3.49214], [-1.77533, -4.15861, 4.53098], [-2.40072, -2.96899, 4.96588], [-1.96974, -1.76672, 4.41392], [-0.93455, -1.76664, 3.46550], [-1.64150, -3.08266, 0.17481], [-2.36744, -2.74998, -1.14877], [-1.61937, -2.49556, -2.29872], [-2.26080, -2.02400, -3.43083], [-3.67873, -2.08631, -3.51692], [-4.39676, -2.50048, -2.39299], [-3.74254, -2.77882, -1.20897], [1.36811, -2.14354, 1.93197], [1.07503, -3.88400, 1.78639], [-0.47606, -5.02905, 3.03640], [-2.17507, -5.03938, 4.94911], [-3.16882, -2.95526, 5.80088], [-2.37592, -0.83012, 4.69112], [-0.54570, -0.83096, 3.08130], [-2.33725, -2.79437, 0.97446], [-1.57370, -4.19759, 0.21416], [-0.54243, -2.54663, -2.37607], [-1.65760, -1.87942, -4.36901], [-4.10242, -1.67118, -4.44090], [-5.45424, -2.46851, -2.46129], [-4.37580, -2.80927, -0.36289]], "mulliken_charge": [3.4518, -0.1198, 1.0933, -0.7876, -0.3571, -0.8241, -0.3945, -0.2678, 0.6316, 0.1820, -0.4624, -0.7829, -0.5709, -0.6534, 0.1175, 0.4711, 0.5531, -1.1803, -0.8889, -0.7044, -0.7276, 0.3703, 0.4605, 0.4750, 0.5112, 0.3982, 0.4250, 0.3968, 0.3825, 0.3319, -0.0507, 0.4227, 0.4710, 0.3275, 0.4204, -0.3169, 0.5177, -0.5753, 0.3154, -0.0483, 1.0929, -0.3398, -1.2787, 0.0507, -1.1447, -0.4721, -1.0058, -0.1322, 0.3826, 0.3001, 0.6423, 0.4983, 0.5468, 0.4773, 0.2670, -0.2546, 0.5265, -0.2370, -0.2371, 0.5345, -0.5592, -0.5120, -1.9864, 1.2417, -1.6843, 0.3341, -0.6857, -0.8864, -0.5206, -0.8536, 0.5466, -0.9181, 0.6244, -0.3806, -0.4505, -0.8775, -0.8650, -0.4564, 0.1859, 0.7755, 0.4393, 0.4088, 0.3392, 0.6069, 0.5529, 0.3806, 0.6626, 0.4514, 0.4695, 0.3758, 0.4642, 0.5462]}



[2]
{"formula": "C8H70O27", "method": "ωB97M-V/def2-TZVPD", "orbital_gap_ev": 8.09, "homo_ev": -9.06, "symbols": ["C", "O", "H", "H", "H", "H", "C", "O", "H", "H", "H", "H", "C", "O", "H", "H", "H", "H", "C", "O", "H", "H", "H", "H", "C", "O", "H", "H", "H", "H", "C", "O", "H", "H", "H", "H", "C", "O", "H", "H", "H", "H", "C", "O", "H", "H", "H", "H", "O", "H", "H", "O", "H", "H", "O", "H", "H", "O", "H", "H", "O", "H", "H", "O", "H", "H", "O", "H", "H", "O", "H", "H", "O", "H", "H", "O", "H", "H", "O", "H", "H", "O", "H", "H", "O", "H", "H", "O", "H", "H", "O", "H", "H", "O", "H", "H", "O", "H", "H", "O", "H", "H", "O", "H", "H"], "xyz": [[0.77287, -0.14612, -3.84192], [-0.39095, 0.46812, -4.28312], [1.40347, -0.54802, -4.63497], [1.47490, 0.48988, -3.30270], [0.48203, -1.01309, -3.24873], [-0.68596, -0.09607, -5.00164], [1.09197, -3.94637, 4.09158], [0.17788, -3.20728, 3.24179], [0.55062, -4.83533, 4.41529], [2.02719, -4.15254, 3.57105], [1.30289, -3.58146, 5.09679], [-0.74464, -3.32354, 3.48061], [-1.82682, -2.62005, -3.14484], [-2.74641, -1.87178, -3.86266], [-0.98542, -2.85793, -3.79566], [-1.38315, -2.20487, -2.23992], [-2.25859, -3.59795, -2.93182], [-2.26433, -1.53019, -4.61931], [0.07187, 4.07921, -4.11709], [-1.13195, 4.14411, -4.96067], [0.43026, 3.05738, -3.99247], [0.88765, 4.68250, -4.51539], [-0.20628, 4.48766, -3.14554], [-1.88572, 3.88676, -4.42476], [2.32583, -4.02476, -3.73516], [1.19737, -4.71667, -4.30308], [2.05165, -3.53065, -2.80308], [3.10016, -4.69841, -3.36813], [2.65138, -3.22572, -4.40123], [0.73304, -5.11373, -3.56258], [3.11552, 3.55285, 4.11502], [2.18875, 3.50611, 3.01486], [3.82427, 2.76327, 3.86536], [3.62963, 4.50770, 4.00527], [2.66722, 3.41952, 5.09958], [2.69356, 3.54838, 2.19940], [3.98208, 0.64309, -0.96824], [3.41295, 1.63458, -1.79363], [3.77470, -0.29491, -1.48327], [5.05440, 0.81809, -0.88103], [3.42276, 0.65489, -0.03276], [4.05808, 1.90624, -2.45060], [-3.19701, -4.60828, 0.48767], [-3.06757, -3.40641, 1.20596], [-2.26290, -5.13623, 0.67947], [-4.05036, -5.19376, 0.82986], [-3.16794, -4.46968, -0.59310], [-2.79943, -3.67223, 2.08860], [-3.41257, 3.75647, -3.46190], [-3.50567, 2.97913, -2.91117], [-3.13977, 4.44719, -2.85798], [0.58933, -3.20751, 0.16501], [0.88300, -3.42557, 1.04957], [0.34870, -2.28230, 0.21329], [-3.84108, -1.22825, 4.34421], [-3.31882, -0.61917, 3.82220], [-3.36030, -1.31191, 5.16766], [-0.17977, 4.73903, 2.73906], [0.62460, 4.24017, 2.88178], [-0.52334, 4.89712, 3.61838], [-1.07561, 4.12020, 0.11257], [-0.21745, 3.76118, -0.11304], [-1.03095, 4.27376, 1.05631], [-0.85860, 1.64255, -1.80921], [-0.91354, 1.20702, -2.65981], [-1.75668, 1.63651, -1.47805], [-4.02982, 0.58715, 1.46873], [-3.36265, 0.75249, 2.13490], [-3.72243, -0.19479, 1.01013], [4.21922, -1.74429, 1.50428], [4.93134, -1.26113, 1.92340], [3.43507, -1.48255, 1.98681], [2.17496, 0.41646, 5.20636], [2.91815, 0.74429, 5.71275], [1.40875, 0.63053, 5.73864], [-1.93106, 0.94501, 3.25935], [-1.70620, 1.43385, 4.05100], [-1.08677, 0.71485, 2.87148], [-3.00841, -1.19684, -0.35372], [-2.09885, -0.90524, -0.41629], [-2.96223, -2.02682, 0.12086], [3.30524, 4.05691, 0.58360], [3.58078, 4.93702, 0.32725], [2.59737, 3.84073, -0.02337], [-3.63691, 2.70550, -0.61554], [-3.13450, 3.44081, -0.26463], [-3.95541, 2.24126, 0.15859], [0.31298, -5.24695, -1.83591], [1.13944, -5.63653, -1.55054], [0.21424, -4.46690, -1.29001], [-4.66365, -0.42327, -2.40496], [-4.34246, -1.08183, -3.02089], [-4.08107, -0.49728, -1.64908], [2.03950, -1.19564, 3.11312], [1.38074, -1.86719, 3.29001], [2.12595, -0.72066, 3.93966], [0.80193, 1.06843, 2.34268], [1.36178, 1.80820, 2.57835], [1.25892, 0.30183, 2.68867], [1.27164, 3.26448, -0.99896], [0.43301, 2.87910, -1.25278], [1.92509, 2.62456, -1.28134], [-0.07017, -0.27817, 0.00012], [-0.06151, 0.33574, -0.73423], [0.20487, 0.24467, 0.75327]], "mulliken_charge": [-0.5191, -0.6214, 0.5123, 0.1414, 0.0899, 0.2629, -0.7892, -0.3742, 0.3179, 0.3168, 0.3188, 0.1227, -0.3355, -0.5445, 0.5088, -0.2159, 0.2734, 0.2958, -0.2357, -0.5846, -0.0266, 0.3587, 0.1153, 0.4204, -0.4250, -0.5409, 0.0073, 0.3353, 0.2658, 0.4186, -0.6402, -0.6266, 0.2298, 0.2781, 0.2407, 0.2972, -0.3640, -0.4557, 0.2502, 0.3760, -0.0069, 0.2056, -0.6356, -0.4972, 0.3018, 0.2899, 0.2082, 0.2476, -0.7066, 0.2900, 0.3359, -0.2424, 0.1288, 0.1646, -0.6276, 0.3970, 0.2642, -0.6317, 0.4815, 0.3004, -0.4810, 0.2693, 0.3561, 0.1617, 0.1355, 0.0043, -0.7269, 0.3677, 0.4038, -0.6436, 0.2942, 0.3874, -0.5426, 0.2600, 0.2482, -0.6320, 0.2394, 0.3510, -0.5461, 0.2409, 0.3964, -0.6897, 0.3191, 0.5778, -0.5413, 0.2548, 0.2472, -0.6823, 0.3038, 0.3184, -0.7040, 0.3822, 0.3141, -0.7093, 0.1829, 0.4210, -0.5194, 0.1206, 0.4863, -0.9530, 0.1065, 0.1867, 0.2263, -0.0735, 0.1584]}



[3]
{"formula": "C4H11NS", "method": "ωB97M-V/def2-TZVPD", "orbital_gap_ev": 6.53, "e_above_lowest_ev": 3.8508, "homo_ev": -9.55, "symbols": ["C", "C", "C", "C", "S", "N", "H", "H", "H", "H", "H", "H", "H", "H", "H", "H", "H"], "xyz": [[0.09954, -1.71979, 0.42176], [0.40988, -0.39767, -0.21898], [-0.82670, 0.52578, -0.18535], [-0.53483, 2.03314, -0.13939], [-0.19569, -1.18114, 3.35427], [0.92690, -0.49102, -1.59758], [-0.04614, -1.64801, 1.52173], [0.86271, -2.49643, 0.33570], [-0.82567, -2.12255, 0.00728], [1.21381, 0.11973, 0.33168], [-1.50595, 0.29721, -0.99675], [-1.32903, 0.32583, 0.76168], [-0.02173, 2.46303, -1.00143], [-1.38069, 2.56551, 0.30556], [0.22587, 2.24335, 0.63489], [1.81971, -0.95820, -1.58736], [1.10800, 0.44124, -1.94770]], "mulliken_charge": [-0.8122, 0.6429, -0.5127, -1.2402, -0.1034, -0.7642, -0.3073, 0.4026, 0.3406, 0.2065, 0.3898, 0.2439, 0.3193, 0.3422, 0.3542, 0.2492, 0.2489]}



[4]
{"formula": "C20H35Cl4N2O12Pb", "method": "ωB97M-V/def2-TZVPD", "orbital_gap_ev": 9.69, "charge": 1, "homo_ev": -12.33, "symbols": ["Pb", "C", "C", "O", "O", "H", "H", "H", "O", "C", "O", "C", "C", "C", "H", "H", "H", "H", "H", "H", "O", "C", "O", "C", "C", "C", "H", "H", "H", "H", "H", "H", "O", "C", "O", "C", "C", "C", "H", "H", "H", "H", "H", "H", "Cl", "C", "C", "Cl", "H", "H", "H", "H", "Cl", "C", "C", "Cl", "H", "H", "H", "H", "C", "N", "O", "O", "H", "H", "H", "C", "N", "O", "O", "H", "H", "H"], "xyz": [[-1.73776, -1.35394, 3.97911], [-1.87235, -0.07167, 0.16617], [-1.90441, -0.56897, 1.52964], [-0.95676, -0.15355, 2.37127], [-2.69827, -1.47241, 1.90785], [-0.89776, 0.30017, -0.22003], [-2.35896, 0.89736, 0.19480], [-2.41006, -0.76516, -0.47317], [-0.93400, -3.41450, 3.27464], [0.16809, -3.92961, 3.24643], [1.29239, -3.31991, 3.48757], [2.43899, -4.19672, 3.31528], [1.85491, -5.47359, 2.64506], [0.35706, -5.34412, 2.96956], [2.84211, -4.26755, 4.28774], [3.06618, -3.57897, 2.65096], [2.42039, -6.27864, 3.06091], [1.98709, -5.41664, 1.54916], [0.00525, -5.99463, 3.79035], [-0.28818, -5.71062, 2.11308], [0.08637, 1.04956, -2.32440], [-0.10548, 0.88406, -3.47418], [0.10887, -0.33157, -4.06042], [-0.19090, -0.29510, -5.50406], [-0.84099, 1.08417, -5.81970], [-0.40598, 1.90089, -4.60467], [-0.82169, -1.18601, -5.67143], [0.79261, -0.39085, -5.98897], [-1.93055, 0.91768, -5.82029], [-0.53569, 1.44204, -6.84225], [-1.21374, 2.57780, -4.22686], [0.45738, 2.55176, -4.85319], [1.43939, -2.86007, 0.73131], [1.91260, -2.43322, -0.30664], [2.90336, -1.50598, -0.22285], [3.26944, -1.06140, -1.58834], [2.37997, -1.94928, -2.60289], [1.44979, -2.71890, -1.70215], [4.35186, -1.23395, -1.76774], [3.00477, 0.01153, -1.61345], [3.06618, -2.62513, -3.13963], [1.88863, -1.24465, -3.27496], [1.45843, -3.79780, -1.78753], [0.41194, -2.30274, -1.78923], [2.92556, 4.79065, -2.98489], [1.40369, 4.34675, -2.28339], [1.19411, 4.71988, -0.80716], [2.16612, 3.83219, 0.39962], [1.26065, 3.25416, -2.41861], [0.63661, 4.94019, -2.78758], [0.12773, 4.59608, -0.62499], [1.42464, 5.71286, -0.57710], [-2.68613, 2.26549, 4.00554], [-2.05494, 3.64603, 5.01507], [-2.10401, 3.25512, 6.46282], [-0.93872, 1.92982, 6.79231], [-2.73958, 4.50154, 4.85942], [-1.06135, 3.96769, 4.69152], [-3.11030, 2.88675, 6.70024], [-1.81438, 4.10122, 7.02310], [2.24889, 0.25168, 2.60513], [2.29269, 0.61017, 4.09226], [1.32123, 0.28125, 4.76130], [3.29108, 1.14282, 4.52158], [2.22071, -0.85946, 2.46416], [3.11783, 0.70515, 2.20452], [1.35530, 0.65021, 2.21175], [-5.48344, 1.10221, -3.45039], [-4.00813, 1.25984, -3.30462], [-3.68990, 2.27159, -2.72164], [-3.23098, 0.50596, -3.83821], [-5.50658, -0.01910, -3.50001], [-5.83225, 1.38283, -4.41573], [-6.03665, 1.59927, -2.68786]], "mulliken_charge": [1.1731, -0.7456, 0.9542, -0.4722, -0.7601, 0.0018, 0.3484, 0.3528, -0.7000, 0.7531, -0.3076, -0.4310, -0.4256, -0.5917, 0.4570, 0.1886, 0.4450, 0.1375, 0.3499, 0.3021, -0.4629, 0.5253, -0.3681, -0.5844, -0.4390, -0.4818, 0.3362, 0.2920, 0.1303, 0.3755, 0.2843, 0.4003, -0.5364, 0.3703, -0.3564, -0.5039, 0.0615, -0.1891, 0.2749, 0.2953, 0.4137, -0.3347, 0.4138, 0.1164, -0.1946, 0.4137, -0.6230, -0.1784, -0.4744, 0.3066, 0.2825, 0.4634, -0.1960, -0.4741, -0.4813, -0.1487, 0.3241, 0.3327, 0.3142, 0.3323, -0.3464, 0.9251, -0.5513, -0.5537, 0.0347, 0.3568, 0.0701, -0.7941, 0.9010, -0.5312, -0.5063, 0.3090, 0.3194, 0.3051]}



Respective E_tot values: -5666.0556; -2378.1672; -611.8006; -3828.7591 a.u..